(1)
Entry from the Open Molecules 2025 dataset: a molecular structure, C32H25AsNO3PSW (ωB97M-V/def2-TZVPD).

Geometry as XYZ:
```
65
Properties=species:S:1:pos:R:3
W -1.684 0.656 0.941
O -1.309 1.094 2.977
C -0.827 2.159 2.418
O -1.562 2.742 1.563
C 0.669 2.259 2.442
P 0.828 0.631 1.543
C 1.352 -0.600 2.744
C 2.556 -0.370 3.415
C 3.030 -1.306 4.316
C 2.313 -2.476 4.540
C 1.125 -2.710 3.865
C 0.637 -1.771 2.966
C 2.201 0.728 0.380
C 2.972 1.869 0.182
C 4.003 1.849 -0.749
C 4.258 0.700 -1.484
C 3.504 -0.448 -1.271
C 2.485 -0.438 -0.333
H 1.085 2.213 3.445
H 1.032 3.118 1.886
H 3.129 0.532 3.230
H 3.957 -1.127 4.841
H 2.686 -3.207 5.245
H 0.569 -3.620 4.044
H -0.301 -1.948 2.459
H 2.789 2.775 0.743
H 4.611 2.732 -0.895
H 5.061 0.691 -2.210
H 3.724 -1.354 -1.820
H 1.928 -1.349 -0.136
C 0.741 -4.281 -3.233
C 0.516 -4.283 -1.861
C -0.010 -3.159 -1.243
C -0.308 -2.056 -2.038
C -0.095 -2.033 -3.412
C 0.440 -3.166 -4.005
As -1.044 -0.533 -1.189
C -0.656 1.301 -1.540
C 0.555 1.901 -1.923
C 0.588 3.266 -2.058
C -0.549 4.049 -1.778
C -1.735 3.473 -1.400
C -1.818 2.073 -1.310
C -3.028 1.310 -0.989
C -4.320 1.858 -0.783
C -5.392 1.023 -0.683
C -5.244 -0.385 -0.775
C -4.017 -0.955 -0.950
C -2.891 -0.107 -1.068
H 1.153 -5.162 -3.707
H 0.749 -5.158 -1.271
H -0.188 -3.147 -0.175
H -0.341 -1.164 -4.009
H 0.615 -3.179 -5.072
H 1.424 1.299 -2.149
H 1.496 3.750 -2.394
H -0.489 5.124 -1.883
H -2.601 4.086 -1.197
H -4.449 2.929 -0.715
H -6.381 1.438 -0.543
H -6.125 -1.012 -0.722
H -3.902 -2.028 -1.030
O -3.665 0.764 1.805
S -3.557 -0.675 2.328
N -2.296 -1.185 1.687
```

Results
LUMO level ... -7.31 eV
Relative energy (zero: lowest compared OMol25 entry of this formula, charge and spin) ... 0.0 kcal/mol
Molar mass ... 793.36 g mol⁻¹
HOMO-LUMO gap ... 6.63 eV
Electronic energy ... -4556.72022 Ha
Total charge ... +2

***

(2)
Entry from the Open Molecules 2025 dataset: 18 unconnected molecules or ions with the total composition C24H10Cl68NO6P at a distorted geometry (ωB97M-V/def2-TZVPD).

Geometry as XYZ:
```
110
Properties=species:S:1:pos:R:3
C 3.711 -4.220 1.869
P 3.368 -2.919 0.541
O 4.916 -2.296 0.184
C 2.264 -1.545 1.205
N 3.105 -0.312 0.975
C 3.771 -0.025 1.960
O 4.301 0.358 2.884
O 1.811 -1.573 2.568
C 0.678 -0.747 2.719
O 0.078 -0.545 3.684
O 0.411 -0.264 1.420
C 0.897 -1.241 0.515
C -0.032 -2.406 0.064
C -0.351 -3.473 1.156
O 0.619 -4.537 1.209
H 3.935 -5.204 1.332
H 2.824 -4.363 2.532
H 4.637 -3.936 2.456
H 5.476 -3.030 -0.121
H 1.196 -0.781 -0.464
H 0.336 -2.952 -0.834
H -1.014 -1.939 -0.219
H -1.342 -3.935 0.890
H -0.471 -3.066 2.188
H 0.735 -4.763 2.145
C 7.437 0.813 0.168
Cl 7.723 2.180 -0.922
Cl 7.590 -0.703 -0.738
Cl 8.624 0.836 1.481
Cl 5.803 0.943 0.849
C -2.054 -2.738 -3.610
Cl -0.320 -2.429 -3.412
Cl -2.776 -3.037 -2.019
Cl -2.816 -1.328 -4.370
Cl -2.285 -4.159 -4.642
C 4.976 4.052 -2.951
Cl 4.391 4.731 -1.423
Cl 4.111 4.802 -4.303
Cl 6.713 4.376 -3.111
Cl 4.696 2.304 -2.967
C -4.724 1.151 -7.500
Cl -4.501 2.864 -7.886
Cl -4.310 0.870 -5.802
Cl -6.415 0.702 -7.779
Cl -3.671 0.165 -8.526
C 3.154 -4.540 -4.080
Cl 4.361 -5.792 -4.428
Cl 3.635 -3.638 -2.633
Cl 3.035 -3.431 -5.458
Cl 1.580 -5.295 -3.795
C 3.176 -3.571 5.615
Cl 3.132 -1.810 5.471
Cl 1.781 -4.269 4.766
Cl 4.667 -4.188 4.887
Cl 3.119 -4.025 7.325
C -6.500 -1.415 -2.842
Cl -6.263 0.301 -3.209
Cl -6.102 -1.712 -1.140
Cl -8.191 -1.857 -3.140
Cl -5.443 -2.389 -3.880
C 8.855 4.777 2.064
Cl 8.050 4.744 0.486
Cl 9.191 6.474 2.514
Cl 7.807 4.013 3.265
Cl 10.385 3.889 1.969
C 6.388 -7.579 -0.157
Cl 6.859 -8.045 -1.799
Cl 7.669 -8.029 0.978
Cl 6.132 -5.825 -0.092
Cl 4.886 -8.407 0.286
C -6.299 6.067 -9.407
Cl -4.565 6.356 -9.173
Cl -7.071 5.794 -7.835
Cl -7.031 7.478 -10.187
Cl -6.529 4.641 -10.432
C -10.612 1.597 -6.480
Cl -9.555 1.020 -5.181
Cl -12.023 2.403 -5.777
Cl -9.726 2.745 -7.504
Cl -11.143 0.222 -7.462
C 0.273 -4.167 10.319
Cl 1.886 -4.872 10.111
Cl 0.414 -2.409 10.479
Cl -0.725 -4.553 8.907
Cl -0.480 -4.836 11.776
C 0.611 -0.749 -8.531
Cl 0.614 1.017 -8.676
Cl -0.772 -1.411 -9.419
Cl 2.114 -1.400 -9.206
Cl 0.484 -1.202 -6.823
C -0.935 1.693 11.473
Cl -1.974 0.521 12.305
Cl 0.541 0.882 10.923
Cl -1.798 2.362 10.081
Cl -0.510 3.001 12.588
C 6.429 6.879 6.164
Cl 4.824 6.566 5.482
Cl 7.652 6.713 4.892
Cl 6.479 8.523 6.826
Cl 6.758 5.712 7.457
C -5.778 3.474 10.485
Cl -6.458 4.608 11.665
Cl -4.484 2.533 11.242
Cl -7.051 2.379 9.917
Cl -5.120 4.377 9.109
C -13.569 6.196 -7.295
Cl -14.280 6.259 -8.917
Cl -13.118 7.831 -6.783
Cl -14.753 5.527 -6.158
Cl -12.131 5.164 -7.320
```

Results
LUMO level ... -0.12 eV
Molar mass ... 2850.12 g mol⁻¹
HOMO-LUMO gap ... 8.26 eV
Electronic energy ... -33060.82148 Ha

***

(3)
Entry from the Open Molecules 2025 dataset: a molecular structure, C19H45N6O9PtTi2 at a distorted geometry (ωB97M-V/def2-TZVPD).

Geometry as XYZ:
```
82
Properties=species:S:1:pos:R:3
Pt 0.806 2.605 2.382
Ti 1.521 3.817 -0.990
Ti -2.564 2.141 -0.427
C -1.164 -5.122 -0.959
C -0.115 -4.058 -1.183
N -0.665 -2.638 -1.169
C -0.664 -2.197 0.257
C 0.263 -1.761 -1.950
C 1.715 -1.789 -1.539
C -2.063 -2.501 -1.701
C -2.296 -2.908 -3.190
O -1.265 -3.654 -3.740
C -1.537 -4.081 -5.077
H -0.654 -6.065 -0.782
H -1.830 -5.278 -1.802
H -1.792 -4.857 -0.104
H 0.254 -4.230 -2.187
H 0.661 -4.113 -0.430
H -0.954 -1.147 0.341
H 0.289 -2.408 0.726
H -1.421 -2.772 0.782
H -0.110 -0.738 -1.825
H 0.163 -1.996 -3.005
H 1.923 -1.482 -0.514
H 2.249 -1.028 -2.115
H 2.203 -2.738 -1.748
H -2.355 -1.451 -1.606
H -2.687 -3.052 -1.005
H -2.421 -1.969 -3.747
H -3.262 -3.427 -3.169
H -1.329 -3.270 -5.779
H -2.565 -4.428 -5.189
H -0.880 -4.914 -5.315
C 0.097 1.686 -0.059
O 1.362 1.694 0.236
O -0.328 1.831 -1.247
O -0.726 1.890 0.909
O -4.939 3.897 2.715
C -4.079 3.423 3.416
N -2.752 3.532 3.057
C -4.382 2.720 4.717
H -1.997 3.068 3.527
H -2.545 3.887 2.140
H -4.973 3.368 5.357
H -3.492 2.390 5.253
H -4.971 1.837 4.465
O 3.482 3.305 -1.906
C 4.479 3.132 -1.159
N 4.416 2.363 -0.040
C 5.735 3.936 -1.355
H 3.524 1.881 0.037
H 4.787 2.664 0.849
H 5.700 4.759 -0.634
H 5.713 4.381 -2.345
H 6.604 3.325 -1.130
O 0.792 4.581 -2.917
C 0.697 4.005 -4.025
N 0.350 2.722 -4.124
C 1.058 4.721 -5.265
H 0.273 2.298 -5.034
H -0.026 2.226 -3.328
H 1.853 5.435 -5.058
H 0.228 5.346 -5.608
H 1.349 4.042 -6.061
O 1.912 0.915 3.311
C 2.280 -0.254 3.533
N 2.467 -1.094 2.502
C 2.439 -0.717 4.934
H 2.110 -0.783 1.614
H 2.876 -2.009 2.588
H 3.129 -0.010 5.406
H 2.819 -1.724 5.073
H 1.503 -0.574 5.474
O -2.207 -2.213 2.798
C -2.016 -1.418 3.699
N -2.122 -0.076 3.456
C -1.532 -1.829 5.055
H -1.880 0.599 4.157
H -2.228 0.188 2.488
H -1.508 -1.014 5.784
H -0.552 -2.295 4.985
H -2.233 -2.526 5.520
```

Results
LUMO level (spin up / spin down) ... -8.36 / -9.98 eV
Relative energy (zero: lowest compared OMol25 entry of this formula, charge and spin) ... 0.0 kcal/mol
2S+1 ... 9
Molar mass ... 792.41 g mol⁻¹
HOMO-LUMO gap (spin up / spin down) ... 6.24 / 5.98 eV
Electronic energy ... -3573.92581 Ha
Total charge ... +3

***

(4)
Entry from the Open Molecules 2025 dataset: a molecular structure, C3H5N3OS at a distorted geometry (ωB97M-V/def2-TZVPD).

Geometry as XYZ:
```
13
Properties=species:S:1:pos:R:3
C 0.565 0.445 0.258
C 0.219 -1.522 -0.865
C -0.487 -0.629 0.186
H -0.538 2.656 2.221
H 2.364 0.449 -0.667
H -0.368 -2.445 -1.224
H -0.605 -1.144 1.070
H -1.760 -0.064 -1.557
N 0.676 1.406 1.085
N 1.229 0.369 -0.910
N 1.045 -0.929 -1.567
O -0.323 1.446 2.044
S -2.017 -0.038 -0.073
```

Results
LUMO level ... 0.34 eV
Relative energy (zero: lowest compared OMol25 entry of this formula, charge and spin) ... 147.0 kcal/mol
Molar mass ... 131.16 g mol⁻¹
HOMO-LUMO gap ... 9.17 eV
Electronic energy ... -754.80485 Ha